Record 1
Entry from the OMol25 dataset: C5H10O as an isolated structure (ωB97M-V/def2-TZVPD).

Structure (ORCA input):
```
! RIJCOSX wB97M-V def2-TZVPD def2/J DEFGRID3
* xyz 0 1
C 1.5471 -0.9345 -0.1718
C 0.4501 -0.1724 0.5576
C 0.2790 1.3249 0.1867
C -0.9475 0.9679 -0.6857
C -0.9389 -0.4413 -0.0682
O -1.3942 -1.5476 -0.5876
H 1.3741 -2.0117 -0.0851
H 1.5787 -0.6866 -1.2386
H 2.5235 -0.6966 0.2636
H 0.4963 -0.3842 1.6278
H 0.0134 1.9434 1.0480
H 1.1278 1.7847 -0.3299
H -1.8486 1.5826 -0.6324
H -0.6873 0.8317 -1.7459
H -1.7374 -0.3828 1.2140
H -1.8361 -1.1774 0.6475
*
```

Its HOMO-LUMO gap is 9.861 eV. Its energy above the lowest of the compared OMol25 structures with the same formula, charge and spin is 4.705 eV. For the total energy, the calculation gives -7390.0606 eV.


Record 2
Entry from the OMol25 dataset: a 2-piece molecular cluster, C5H10O overall (ωB97M-V/def2-TZVPD).

Structure (ORCA input):
```
! RIJCOSX wB97M-V def2-TZVPD def2/J DEFGRID3
* xyz 0 1
C 2.5650 1.2039 -2.0517
C 2.0739 0.8398 -0.5426
C 2.2114 1.5984 0.5411
H 1.9842 1.9142 -2.5455
H 2.3379 0.3131 -2.7324
H 3.6285 1.5451 -2.0845
H 1.2364 0.1059 -0.4406
H 1.4710 1.5175 1.2474
H 2.9751 2.4845 0.7063
C -1.8953 -2.3817 0.4718
C -2.7919 -1.3249 0.6517
O -2.2713 -0.0726 1.1159
H -2.1170 -2.9794 -0.3245
H -1.0104 -2.5644 1.1067
H -3.5212 -1.1153 -0.2135
H -1.7927 -0.2528 1.9312
*
```

Its HOMO-LUMO gap is 9.875 eV. The SMILES is C=CC.C=CO. Its energy above the lowest of the compared OMol25 structures with the same formula, charge and spin is 3.911 eV. For the total energy, the calculation gives -7390.8547 eV.


Record 3
Entry from the OMol25 dataset: one molecule with the formula C5H10O (ωB97M-V/def2-TZVPD).

Structure (ORCA input):
```
! RIJCOSX wB97M-V def2-TZVPD def2/J DEFGRID3
* xyz 0 1
C 2.0627 0.8424 -0.4583
O 0.6290 0.8092 -0.4685
C -0.0016 -0.6173 0.9234
C -0.8175 -0.2170 1.8780
C -0.2941 -0.5444 -0.4936
C -1.6815 -0.1741 -1.0223
H 2.5083 1.4691 0.3487
H 2.4026 1.2884 -1.3992
H 2.5294 -0.1442 -0.3527
H 1.0190 -0.9482 1.0941
H -1.8155 0.1394 1.6443
H -0.4887 -0.2370 2.9024
H 0.0410 -1.4594 -1.0346
H -1.5498 0.1442 -2.0577
H -2.1206 0.6466 -0.4541
H -2.4224 -0.9976 -1.0498
*
```

Its HOMO-LUMO gap is 9.739 eV. The SMILES is C=C[C@@H](C)OC. Its energy above the lowest of the compared OMol25 structures with the same formula, charge and spin is 2.886 eV. For the total energy, the calculation gives -7391.8791 eV.


Record 4
Entry from the OMol25 dataset: a 3-piece molecular cluster, C5H10O overall (ωB97M-V/def2-TZVPD).

Structure (ORCA input):
```
! RIJCOSX wB97M-V def2-TZVPD def2/J DEFGRID3
* xyz 0 1
C -1.0990 1.1295 -1.7293
O -0.3205 1.3625 -0.6525
C 0.2671 0.2747 -0.1570
C -0.4714 -0.9357 0.4207
C 0.6435 -1.0142 1.4982
C 1.1572 0.3913 1.0854
H -1.8819 0.3767 -1.5871
H 0.0013 0.1705 -2.3552
H -1.4597 2.0936 -2.1182
H 0.6772 -0.2232 -1.6557
H -1.4610 -0.6983 0.8406
H -0.5760 -1.7877 -0.2541
H 1.3752 -1.7985 1.2905
H 0.2989 -1.1162 2.5309
H 0.8625 1.1794 1.7975
H 2.2269 0.4941 0.8921
*
```

Its HOMO-LUMO gap is 9.779 eV. Its energy above the lowest of the compared OMol25 structures with the same formula, charge and spin is 4.826 eV. For the total energy, the calculation gives -7389.9396 eV.


Record 5
Entry from the OMol25 dataset: one molecule with the formula C5H10O (ωB97M-V/def2-TZVPD).

Structure (ORCA input):
```
! RIJCOSX wB97M-V def2-TZVPD def2/J DEFGRID3
* xyz 0 1
C -1.9873 -0.0359 0.4199
C -0.5622 -0.4434 0.5917
C 0.3446 0.4580 -0.2061
C 0.9244 0.0612 -1.5746
C 1.8144 0.0925 -0.3695
H -2.5364 -0.5711 1.2942
H -2.0545 1.0331 0.5557
H -2.4675 -0.3388 -0.5381
H -0.4145 -1.5005 0.3303
H 0.6849 -0.1615 2.0740
H 0.1572 1.5393 -0.0748
H 0.6537 -0.8849 -2.0882
H 1.0210 0.8849 -2.2444
H 2.4792 0.9456 -0.3583
H 2.2113 -0.8271 0.1570
O -0.2681 -0.2515 2.0312
*
```

Its HOMO-LUMO gap is 11.284 eV. The SMILES is C[C@H](O)C1CC1. Its energy above the lowest of the compared OMol25 structures with the same formula, charge and spin is 1.312 eV. For the total energy, the calculation gives -7393.4530 eV.


Record 6
Entry from the OMol25 dataset: one molecule with the formula C5H10O (ωB97M-V/def2-TZVPD).

Structure (ORCA input):
```
! RIJCOSX wB97M-V def2-TZVPD def2/J DEFGRID3
* xyz 0 1
C 2.5403 0.1995 -0.1362
C 1.1616 -0.0295 0.3540
O 0.2573 0.1853 -0.7090
C -0.9040 -0.4788 -0.3726
C -1.7640 0.1446 0.7011
C -2.1938 0.1043 -0.7435
H 3.2866 0.0966 0.6591
H 2.5615 1.2051 -0.5451
H 2.6795 -0.5024 -0.9506
H 1.0577 -1.0700 0.7034
H 1.0018 0.6604 1.1876
H -0.8207 -1.5659 -0.3568
H -2.2655 -0.5042 1.4062
H -1.4977 1.1065 1.1398
H -2.9777 -0.5776 -1.0413
H -2.1227 1.0259 -1.2960
*
```

Its HOMO-LUMO gap is 10.798 eV. The SMILES is CCOC1CC1. Its energy above the lowest of the compared OMol25 structures with the same formula, charge and spin is 1.633 eV. For the total energy, the calculation gives -7393.1323 eV.


Record 7
Entry from the OMol25 dataset: a 2-piece molecular cluster, C5H10O2 overall (ωB97M-V/def2-TZVPD).

Structure (ORCA input):
```
! RIJCOSX wB97M-V def2-TZVPD def2/J DEFGRID3
* xyz 0 1
C 0.5772 2.5469 0.0810
O 0.3971 1.2805 0.6955
C 0.5220 0.2027 -0.0991
C 0.1350 -1.0341 0.2543
C 0.3889 -2.2242 -0.6341
C -0.6095 -1.2390 1.5079
O -0.9681 -2.3292 1.9095
H 1.3446 2.4986 -0.7024
H 0.9007 3.2367 0.8633
H -0.3631 2.9036 -0.3547
H 0.9686 0.3940 -1.0788
H -1.9838 1.2014 -1.0568
H -1.7857 0.5055 -0.8888
H -0.1274 -3.0896 -0.2127
H 0.0175 -2.0662 -1.6528
H 1.4547 -2.4669 -0.6986
H -0.8685 -0.3208 2.0672
*
```

Its HOMO-LUMO gap is 9.576 eV. The SMILES is CO/C=C(/C)C=O.[H][H]. Its energy above the lowest of the compared OMol25 structures with the same formula, charge and spin is 3.131 eV. For the total energy, the calculation gives -9439.9119 eV.


Record 8
Entry from the OMol25 dataset: a 2-piece molecular cluster, C5H10O2 overall (ωB97M-V/def2-TZVPD).

Structure (ORCA input):
```
! RIJCOSX wB97M-V def2-TZVPD def2/J DEFGRID3
* xyz 0 1
C -1.2995 -1.0088 0.3277
O -1.8718 -0.4746 -0.8436
H -2.5908 -1.0498 -1.1471
H -1.7420 -0.5089 1.1933
H -1.5226 -2.0756 0.4149
H -0.2351 0.7528 1.1772
C 1.0312 -1.0313 -0.9068
C 0.3475 -0.9664 0.4354
C 0.5621 1.5966 1.0298
C 0.5170 2.3349 -0.0808
O 0.8414 -1.5014 1.4295
H 1.2727 1.7929 1.8259
H 1.5345 -1.9963 -1.0074
H 1.7852 -0.2446 -0.9675
H 0.3707 -0.8953 -1.7635
H -0.1561 2.0753 -0.8918
H 1.1555 3.2004 -0.2252
*
```

Its HOMO-LUMO gap is 10.052 eV. The SMILES is CC(=O)CO.C=C. Its energy above the lowest of the compared OMol25 structures with the same formula, charge and spin is 3.388 eV. For the total energy, the calculation gives -9439.6552 eV.


Record 9
Entry from the OMol25 dataset: a 2-piece molecular cluster, C5H10O2 overall (ωB97M-V/def2-TZVPD).

Structure (ORCA input):
```
! RIJCOSX wB97M-V def2-TZVPD def2/J DEFGRID3
* xyz 0 1
C -2.3048 0.0707 -1.3460
O -1.3246 -0.5153 -0.5205
C -0.2180 0.3116 -0.3470
C -0.2640 1.4305 0.6953
C 0.5154 0.2036 0.9083
C 1.2142 -0.5835 1.7047
O 1.6082 -1.8491 1.3969
H -1.9084 0.2931 -2.3484
H -2.6924 1.0021 -0.9088
H -3.1187 -0.6524 -1.4364
H 0.3300 0.5229 -1.2718
H 0.2429 2.3677 0.4682
H -1.1937 1.5372 1.2533
H 3.2503 -0.7293 -1.0812
H 3.1150 -1.0307 -0.4144
H 1.5563 -0.2902 2.6927
H 1.1923 -2.0890 0.5552
*
```

Its HOMO-LUMO gap is 9.908 eV. The SMILES is CO[C@H]1C/C1=C/O.[H][H]. Its energy above the lowest of the compared OMol25 structures with the same formula, charge and spin is 4.364 eV. For the total energy, the calculation gives -9438.6793 eV.


Record 10
Entry from the OMol25 dataset: one molecule with the formula C5H10O2 (ωB97M-V/def2-TZVPD).

Structure (ORCA input):
```
! RIJCOSX wB97M-V def2-TZVPD def2/J DEFGRID3
* xyz 0 1
O 2.3932 0.4339 1.2687
C 1.9306 -0.6600 0.4966
C 0.4134 -0.6443 0.5263
C -0.1625 0.6335 -0.0811
C -1.6777 0.6711 -0.0560
O -2.2132 -0.5148 -0.7084
C -2.4861 -0.5495 -1.9753
H 3.3563 0.4472 1.2272
H 2.2801 -0.5834 -0.5465
H 2.2984 -1.6153 0.9013
H 0.0827 -0.7418 1.5686
H 0.2191 1.5036 0.4652
H 0.1766 0.7378 -1.1219
H -2.0746 1.5499 -0.5779
H -2.0689 0.6409 0.9648
H -2.2707 0.4909 -2.3705
H 0.0365 -1.5190 -0.0159
*
```

Its HOMO-LUMO gap is 9.323 eV. Its energy above the lowest of the compared OMol25 structures with the same formula, charge and spin is 4.314 eV. For the total energy, the calculation gives -9438.7289 eV.


Please write out number 3 again, unchanged.
Entry from the OMol25 dataset: one molecule with the formula C5H10O (ωB97M-V/def2-TZVPD).

Structure (ORCA input):
```
! RIJCOSX wB97M-V def2-TZVPD def2/J DEFGRID3
* xyz 0 1
C 2.0627 0.8424 -0.4583
O 0.6290 0.8092 -0.4685
C -0.0016 -0.6173 0.9234
C -0.8175 -0.2170 1.8780
C -0.2941 -0.5444 -0.4936
C -1.6815 -0.1741 -1.0223
H 2.5083 1.4691 0.3487
H 2.4026 1.2884 -1.3992
H 2.5294 -0.1442 -0.3527
H 1.0190 -0.9482 1.0941
H -1.8155 0.1394 1.6443
H -0.4887 -0.2370 2.9024
H 0.0410 -1.4594 -1.0346
H -1.5498 0.1442 -2.0577
H -2.1206 0.6466 -0.4541
H -2.4224 -0.9976 -1.0498
*
```

Its HOMO-LUMO gap is 9.739 eV. The SMILES is C=C[C@@H](C)OC. Its energy above the lowest of the compared OMol25 structures with the same formula, charge and spin is 2.886 eV. For the total energy, the calculation gives -7391.8791 eV.